Entry 1:
Molecular formula: C2H3N
Method: DFT, wB97M-V/def2-TZVPD

total energy: -132.742786 Eh
F_max: 2.458 eV Å⁻¹
E_HOMO: -11.75 eV
HOMO-LUMO gap: 12.5 eV
SMILES string: CC#N
energy relative to the best compared isomer or geometry (same formula, charge and spin): 5.6 kcal per mole

Cartesian coordinates (Å):
C: -19.32323 3.58499 -16.61022
C: -19.95635 3.31548 -17.93462
N: -20.42116 3.03180 -18.94685
H: -18.37118 3.05793 -16.54775
H: -20.19620 3.38678 -15.98834
H: -19.15218 4.66127 -16.58897

Results of the Mulliken charge analysis, in e, for atoms 1 through 4: -0.639, 0.224, -0.347, 0.273

***

Entry 2:
Molecular formula: C52H69BBeN9O17
Method: DFT, wB97M-V/def2-TZVPD

total energy: -3834.253727 Eh
F_max: 5.489 eV Å⁻¹
E_HOMO: -12.21 eV
HOMO-LUMO gap: 5.1 eV
energy relative to the best compared isomer or geometry (same formula, charge and spin): 0.0 kcal per mole
net charge: +1

Cartesian coordinates (Å):
Be: -4.60030 -1.45022 -3.65488
O: -3.70537 -1.84818 1.51425
C: -2.74999 -1.31417 1.03838
O: -1.64998 -0.93112 1.67712
B: -0.78918 -0.17460 0.72717
O: -1.42757 -0.34776 -0.60375
C: -2.51940 -1.02581 -0.45855
O: -3.26986 -1.26034 -1.38406
O: 0.57479 -0.70187 0.73048
C: 1.46050 0.28142 0.82848
O: 2.64535 0.16125 0.79109
C: 0.63309 1.57232 1.07723
O: -0.64278 1.23800 1.03483
O: 1.05086 2.65248 1.36343
N: -6.20029 -0.87687 -1.97065
C: -6.08267 -1.53128 -0.80307
C: -7.11605 -1.57024 0.11559
C: -8.28411 -0.87197 -0.14962
C: -8.37928 -0.10377 -1.30081
C: -7.29801 -0.12855 -2.15716
H: -5.22324 -2.17269 -0.68492
H: -6.98881 -2.12318 1.03429
H: -9.01474 -0.91273 0.64821
H: -9.27131 0.43881 -1.57453
H: -7.24445 0.50572 -3.03302
N: -4.61762 0.87189 -3.66544
C: -3.78649 1.49468 -2.81678
C: -3.66332 2.86685 -2.71333
C: -4.42428 3.65447 -3.56611
C: -5.25378 3.02760 -4.48432
C: -5.37219 1.64501 -4.44912
H: -3.32426 0.84460 -2.08973
H: -2.99317 3.29797 -1.98325
H: -4.37694 4.73612 -3.58039
H: -5.90304 3.59987 -5.13103
H: -6.13173 1.21429 -5.09147
N: -2.22771 -1.01011 -4.33652
C: -1.29557 -0.26479 -3.72817
C: -0.04659 -0.00507 -4.23062
C: 0.35077 -0.71248 -5.36256
C: -0.52145 -1.63519 -5.92125
C: -1.81444 -1.68383 -5.42367
H: -1.61604 0.31905 -2.87806
H: 0.68889 0.62690 -3.75460
H: 1.34176 -0.52311 -5.75398
H: -0.16893 -2.32780 -6.67139
H: -2.47816 -2.36404 -5.94519
C: -3.02800 4.83075 1.64533
C: -2.01588 4.21365 0.64495
O: -2.25002 4.96078 -0.53243
C: -3.11103 5.98764 -0.34394
O: -3.41715 6.78490 -1.16851
O: -3.56841 5.94646 0.91622
H: -2.54261 5.20920 2.53701
H: -3.83395 4.13046 1.84399
H: -2.29006 3.16372 0.57181
H: -1.00200 4.31463 1.02562
C: 0.72203 2.81002 5.07142
C: 0.10759 1.47098 4.72739
O: -1.29943 1.74204 4.80418
C: -1.48702 3.05956 4.63592
O: -2.53608 3.60801 4.47977
O: -0.31989 3.72227 4.69494
H: 1.66548 3.01358 4.57472
H: 0.81799 2.95088 6.15022
H: 0.48844 0.72039 5.41378
H: 0.31174 1.15698 3.70439
C: 1.25277 -3.84250 3.86332
C: 0.24217 -2.69710 3.71283
O: 0.96131 -1.57627 4.24009
C: 2.27414 -1.87125 4.33561
O: 3.09850 -1.05815 4.60849
O: 2.47867 -3.17529 4.13605
H: 1.32714 -4.39499 2.92717
H: 1.01926 -4.55590 4.65175
H: -0.67966 -2.77505 4.28692
H: -0.04543 -2.47652 2.68669
C: 1.25934 5.80726 -3.65451
C: 2.16784 5.18783 -2.61248
C: 1.41651 4.59733 -1.41927
C: 0.46355 3.55989 -1.83814
N: -0.28468 2.75652 -2.18121
H: 0.70608 6.66203 -3.25091
H: 0.52729 5.11585 -4.07081
H: 1.81118 6.28703 -4.46443
H: 2.91238 5.89396 -2.24447
H: 2.74875 4.37028 -3.04851
H: 0.77909 5.35580 -0.95423
H: 2.08955 4.17827 -0.67203
C: 4.19788 2.75092 3.18050
C: 4.73122 1.48111 3.84240
C: 6.18860 1.61682 4.31265
C: 7.14461 2.04015 3.29607
N: 7.91708 2.32581 2.49638
H: 4.91190 3.04553 2.41005
H: 4.18725 3.58265 3.89621
H: 3.15853 2.65703 2.87204
H: 4.72971 0.64780 3.13641
H: 4.00747 1.20720 4.60776
H: 6.46688 0.62861 4.68130
H: 6.22819 2.33579 5.13402
C: 3.73477 1.66910 -2.56202
C: 4.74661 0.54579 -2.26575
C: 4.09135 -0.82581 -2.18881
C: 3.81463 -1.31258 -3.53703
N: 3.53854 -1.67772 -4.58994
H: 4.21208 2.63060 -2.36006
H: 2.84148 1.65334 -1.93689
H: 3.54099 1.64173 -3.63662
H: 5.30161 0.84208 -1.37357
H: 5.52055 0.58693 -3.03388
H: 3.16100 -0.89974 -1.62190
H: 4.76710 -1.53706 -1.70650
C: 6.09351 -1.04587 1.18394
C: 6.61709 -2.33651 0.54165
C: 7.88623 -2.83741 1.20967
C: 8.92779 -1.79560 1.31473
N: 9.74991 -0.99490 1.37295
H: 5.11018 -0.76912 0.80076
H: 6.79638 -0.21816 1.09228
H: 5.91878 -1.21049 2.25286
H: 6.80906 -2.14806 -0.51746
H: 5.84303 -3.10187 0.61051
H: 8.43233 -3.64714 0.72486
H: 7.65922 -3.07766 2.25208
C: -4.44285 -5.20675 0.04313
C: -5.36139 -4.79756 1.20673
C: -4.99184 -5.57371 2.46328
C: -5.19397 -7.02125 2.33716
N: -5.39249 -8.14497 2.22881
H: -3.40385 -5.16452 0.39329
H: -4.54409 -4.57326 -0.83774
H: -4.50423 -6.26415 -0.22035
H: -6.38199 -4.94525 0.84502
H: -5.28709 -3.72740 1.39764
H: -5.64160 -5.21303 3.26210
H: -3.93773 -5.48622 2.73137
C: -0.20054 -4.03771 0.23911
C: 1.29679 -4.16677 -0.04672
C: 1.61683 -3.93129 -1.51989
C: 3.02491 -4.11765 -1.87723
N: 4.13333 -4.30304 -2.10671
H: -0.42678 -2.97889 0.38888
H: -0.48112 -4.48675 1.19497
H: -0.86829 -4.45770 -0.51328
H: 1.59427 -5.19960 0.15489
H: 1.87292 -3.51225 0.60669
H: 1.34464 -2.90263 -1.78440
H: 0.98224 -4.56445 -2.14173

Results of the Mulliken charge analysis, in e, for atoms 1 through 4: 0.786, -0.654, 0.276, -0.575

***

Entry 3:
Molecular formula: C18H38HfOP2
Method: DFT, wB97M-V/def2-TZVPD

total energy: -1513.870002 Eh
F_max: 4.608 eV Å⁻¹
E_HOMO: -10.88 eV
HOMO-LUMO gap: 3.7 eV
energy relative to the best compared isomer or geometry (same formula, charge and spin): 0.0 kcal per mole
net charge: +2

Cartesian coordinates (Å):
P: -0.04181 -2.05107 -1.95655
P: 0.33656 1.95109 -2.27717
C: -0.41232 -0.74190 -3.15915
C: 0.61220 0.41564 -3.23442
H: -1.45046 -0.38129 -3.04425
H: -0.39851 -1.26995 -4.12913
H: 1.63893 0.05828 -3.05283
H: 0.60211 0.77881 -4.27844
C: -0.99697 2.83040 -3.13963
H: -1.32173 3.67428 -2.51312
H: -1.84629 2.15376 -3.30861
H: -0.58726 3.19602 -4.09005
C: 1.81042 2.94648 -2.58729
H: 1.59598 3.55765 -3.47228
H: 2.68004 2.30122 -2.78162
H: 2.01729 3.60413 -1.73023
C: -1.41572 -3.18065 -1.94807
H: -1.37289 -3.81208 -1.05157
H: -1.33129 -3.81528 -2.84105
H: -2.37362 -2.64067 -1.98218
C: 1.42117 -2.88961 -2.57992
H: 2.25509 -2.19973 -2.76960
H: 1.14838 -3.38085 -3.52428
H: 1.73436 -3.65621 -1.86114
Hf: 1.08730 -1.23300 2.12839
C: -0.13097 2.20038 -0.53537
C: -1.56399 1.89550 -0.43972
C: -1.87424 0.47853 -0.55727
C: -1.97272 -0.45613 0.67835
C: -0.79099 -1.45194 0.78552
C: 0.34091 -1.41151 -0.31142
C: 1.32160 -0.17666 -0.16858
C: 0.79457 1.19469 0.37593
C: 2.41463 -2.69688 2.94396
H: 0.14496 3.23019 -0.23654
H: -2.25066 2.64486 -0.07601
H: -1.00572 0.09162 -1.10526
H: -2.73693 0.29133 -1.22786
H: -2.13728 0.10940 1.61288
H: -2.89240 -1.05568 0.55780
H: -1.14693 -2.48753 0.89980
H: 0.99169 -2.29029 -0.04424
H: 1.88681 -0.07652 -1.11364
H: 2.21783 -0.48626 0.53386
H: 0.24668 1.05974 1.34539
H: 1.70024 1.79343 0.61382
H: 3.26340 -2.17141 3.42952
H: 2.83177 -3.38172 2.19486
H: 1.91498 -3.29377 3.72662
C: -0.18454 0.43543 5.76486
C: -0.72488 0.44970 4.35242
C: -1.04201 1.82773 3.83100
O: 0.20364 -0.23781 3.49820
H: 0.81006 0.89710 5.80877
H: -0.11625 -0.58055 6.14583
H: -0.84477 0.98657 6.44456
H: -1.65036 -0.13830 4.34177
H: -0.13261 2.42186 3.67001
H: -1.60759 1.79704 2.89968
H: -1.66887 2.37237 4.54469

Results of the Mulliken charge analysis, in e, for atoms 1 through 4: 0.566, 1.235, -0.683, -1.298

***

Entry 4:
Molecular formula: C5H12NO
Method: DFT, wB97M-V/def2-TZVPD

total energy: -327.673570 Eh
F_max: 1.769 eV Å⁻¹
E_HOMO: -2.92 eV
HOMO-LUMO gap: 7.0 eV
energy relative to the best compared isomer or geometry (same formula, charge and spin): 14.1 kcal per mole
net charge: -1

Cartesian coordinates (Å):
C: -0.16899 -2.35545 -0.83756
O: 0.39332 -1.12038 -0.74192
C: -0.73581 -2.82883 0.47609
H: 0.53321 -3.11737 -1.23432
H: -1.04968 -2.37179 -1.53013
H: -1.39863 -3.67543 0.31487
H: -1.32910 -2.01042 0.90189
H: 0.08806 -3.12031 1.17882
C: 0.02441 2.45171 1.73636
C: 0.35333 1.59880 0.53849
C: 0.59128 2.04588 -0.71757
N: 0.94514 1.24311 -1.79391
H: -0.05978 3.52755 1.55197
H: -0.94292 2.09452 2.11764
H: 0.75779 2.28080 2.55044
H: 0.33339 0.51085 0.69827
H: 0.36048 3.06825 -0.96510
H: 0.46372 1.56164 -2.63469
H: 0.84078 0.21687 -1.60966

Results of the Mulliken charge analysis, in e, for atoms 1 through 4: -0.481, -0.797, -1.062, 0.237

***

Entry 5:
Molecular formula: C3H4BrNS
Method: DFT, wB97M-V/def2-TZVPD

total energy: -3143.525030 Eh
F_max: 2.312 eV Å⁻¹
E_HOMO (alpha / beta): -8.35 / -8.32 eV
HOMO-LUMO gap (alpha / beta): 7.6 / 7.6 eV
energy relative to the best compared isomer or geometry (same formula, charge and spin): 79.7 kcal per mole

Cartesian coordinates (Å):
C: -0.13804 2.22538 0.31869
C: 1.49491 -1.22352 0.26799
C: -0.99530 -0.37283 -0.46780
N: -1.06390 2.86076 0.08938
S: -0.09799 -1.13396 0.71949
Br: -2.88972 -0.52704 -0.16089
H: 2.17588 -1.64400 0.97039
H: 0.69919 1.62068 0.57858
H: 1.70792 -1.39894 -0.72199
H: -0.89295 -0.40654 -1.59384

Results of the Mulliken charge analysis, in e, for atoms 1 through 4: 0.195, -0.724, -0.349, -0.355

***

We obtain molar mass values of 41.053 1111.994 510.939 102.157 166.043 g mol⁻¹ for the records listed above, in that order.